[1]
C12H14AuN3OS2 | ωB97M-V/def2-TZVPD

Element x y z (Å)
Au  1.55937  -2.02917  -1.25477
S  3.61279  -1.17972  -1.97086
C  4.03300  -0.55634  -0.45013
N  4.97403  0.45163  -0.31051
C  4.84392  1.09833  0.97581
C  4.28932  -0.00438  1.78692
N  3.61276  -0.83763  0.74860
H  5.31483  0.88923  -1.15679
H  4.07433  1.93698  0.89996
H  5.77889  1.38725  1.36452
H  3.55778  0.23721  2.53203
H  5.03387  -0.76456  2.14822
H  2.91154  -1.59651  0.79861
S  -4.78158  -0.68651  1.24450
C  -5.12265  -1.00148  -0.46923
N  -4.67422  -0.11215  -1.27378
C  -3.82460  0.82258  -0.65360
C  -3.08952  1.85321  -1.27004
C  -2.13281  2.51676  -0.49945
C  -1.93223  2.13413  0.82755
C  -2.64847  1.13744  1.44582
C  -3.58377  0.42925  0.74585
H  -5.83111  -1.77647  -0.81892
H  -3.25151  2.00083  -2.35853
H  -1.53897  3.13318  -0.99737
H  -1.06892  2.61611  1.39848
H  -2.60338  0.88002  2.48875
C  -1.47207  -1.94150  -1.31951
C  -0.24392  -2.40812  -0.44629
O  -0.44333  -3.05369  0.56196
H  -1.90392  -1.01297  -1.08767
H  -2.22508  -2.69253  -1.26437
H  -1.22437  -1.87043  -2.36575

Values from the calculation:
LUMO energy: 0.24 eV
max |F|: 4.650 eV Å⁻¹
E_tot: -1637.2044 Eh
total charge: 0
energy relative to the best compared isomer or geometry (same formula, charge and spin): 22.43 kJ/mol
HOMO: -7.1288 eV
2S+1: 1

---

[2]
C5H4 | ωB97M-V/def2-TZVPD

Element x y z (Å)
C  -1.28339  -0.00256  0.01224
C  0.89684  0.68401  -0.27372
C  0.89466  -0.73384  0.22954
C  -0.05786  -0.29293  -0.81721
C  -0.03256  0.26804  0.79271
H  -1.88838  0.85145  -0.27238
H  -1.87688  -0.85652  0.32640
H  1.76964  1.58321  -0.48933
H  1.57793  -1.50087  0.49175

Values from the calculation:
LUMO energy (alpha / beta): 1.26 / -2.48 eV
max |F|: 5.084 eV Å⁻¹
E_tot: -192.5464 Eh
total charge: 0
energy relative to the best compared isomer or geometry (same formula, charge and spin): 331.79 kJ/mol
HOMO (alpha / beta): -6.3436 / -10.0770 eV
2S+1: 3

---

[3]
C34H68O14 | ωB97M-V/def2-TZVPD

Element x y z (Å)
O  34.80000  2.39800  59.61300
C  34.48100  2.04200  58.46100
O  35.43000  1.68600  57.45200
C  35.09800  1.34500  56.10800
C  36.44600  0.87900  55.46600
C  33.02600  1.91200  58.03100
H  34.75300  2.37500  55.43800
H  34.22300  0.82300  56.21800
H  37.26400  1.54500  55.52700
H  36.48900  0.78400  54.36900
H  36.61800  0.02800  55.80100
H  32.35500  2.21600  59.01900
H  32.73500  1.03500  57.88900
H  32.75000  2.67500  57.27100
O  44.25600  2.03000  60.13400
C  43.90800  1.30900  59.19100
O  43.33800  0.06900  59.33000
C  43.80600  -0.74900  60.44800
C  42.86400  -1.90900  60.66000
C  43.64700  1.93300  57.82400
H  43.88100  -0.23300  61.49500
H  44.67300  -1.05400  60.38900
H  41.95300  -1.40600  60.65500
H  43.11200  -2.44500  61.58600
H  43.10700  -2.55700  59.87200
H  44.23800  1.48700  57.05900
H  43.81400  3.07800  57.78300
H  42.64400  1.86900  57.57200
O  40.41200  0.80700  58.72000
C  39.57300  1.09900  59.64700
O  39.56200  0.71600  60.91100
C  40.71200  -0.07500  61.29300
C  40.56400  -0.19100  62.77500
C  38.36600  1.95500  59.32400
H  41.58300  0.53300  60.99900
H  40.73700  -0.98400  60.78400
H  40.65300  0.66700  63.35400
H  41.20800  -0.91600  62.94100
H  39.59500  -0.56100  63.08000
H  38.57500  2.53200  58.41700
H  38.11400  2.66300  60.26500
H  37.68300  1.30700  59.04500
O  41.41100  -3.37300  55.72700
C  40.95900  -3.49800  56.92200
O  40.43100  -2.51500  57.70500
C  40.03800  -1.33000  57.12600
C  39.04200  -0.64400  58.01700
C  41.05900  -4.73600  57.68400
H  39.49900  -1.50100  56.30100
H  40.96800  -0.79100  56.51200
H  38.29400  -1.19500  58.49000
H  38.52900  0.25400  57.35000
H  39.54200  -0.22800  58.88300
H  42.24500  -4.95000  57.63700
H  40.35900  -5.63600  57.54700
H  40.87200  -4.43300  58.66700
C  44.32800  -0.51300  50.01800
C  43.13300  -0.06700  50.92900
O  42.64800  -0.85200  51.90700
C  42.57900  1.32800  50.75500
H  44.22700  -0.31400  48.90700
H  44.34200  -1.72200  49.97200
H  45.30700  -0.22100  50.37600
H  43.33100  1.90900  50.54100
H  42.42300  1.60700  51.72800
H  41.66200  1.46800  50.19600
C  39.14100  3.19500  54.79900
C  39.88300  1.74800  54.33300
O  39.95100  1.46200  53.08700
C  40.41300  1.02200  55.43400
H  39.25800  3.41200  55.92600
H  38.13400  2.85700  54.60300
H  39.46400  4.01900  54.32100
H  41.31400  0.54500  55.09200
H  39.79500  0.31500  55.77900
H  40.76000  1.35500  56.17500
C  44.09600  -1.59200  55.38200
C  45.19400  -0.50100  55.45700
O  46.13200  -0.52500  56.40100
C  45.07500  0.61300  54.42800
H  44.07200  -2.15300  56.14600
H  44.07700  -1.98000  54.40700
H  43.17600  -0.91600  55.76000
H  44.83600  0.40800  53.44200
H  45.85400  1.15200  54.45200
H  44.37300  1.08200  54.75400
C  36.14900  1.65000  52.47600
C  35.65900  3.14900  52.54200
O  35.71400  3.93300  51.38500
C  35.01100  3.53900  53.86500
H  35.95000  1.22700  51.50800
H  35.55400  0.92500  53.12600
H  37.17500  1.65600  52.80800
H  35.73100  4.01400  54.43000
H  34.32400  2.91900  54.49000
H  34.28600  4.32800  53.56800
C  42.21800  3.89200  57.21400
C  42.87700  3.69400  55.86500
O  43.33200  2.65500  55.49100
C  42.77900  4.95800  54.92800
H  42.88200  4.28100  57.80500
H  41.65000  3.16500  57.66300
H  41.32200  4.54100  57.02400
H  42.53700  5.87800  55.25300
H  42.25500  4.81500  54.10700
H  43.94900  5.05400  54.48700
C  39.27500  -0.44800  51.89300
C  38.72100  -1.73700  52.35800
O  37.40800  -1.81300  52.85000
C  39.63000  -3.00500  52.33400
H  39.75300  -0.54600  50.94200
H  40.08600  0.07900  52.57700
H  38.63600  0.50100  51.71200
H  38.93100  -3.68700  52.41700
H  40.41000  -2.72000  53.12100
H  40.10600  -2.95100  51.34500

Values from the calculation:
LUMO energy: 0.29 eV
max |F|: 13.203 eV Å⁻¹
E_tot: -2388.6586 Eh
structure (SMILES): CCOC(C)=O.CCOC(C)=O.CCOC(C)=O.CCOC(C)=O.CC(C)=O.CC(C)=O.CC(C)=O.CC(C)=O.CC(C)=O.CC(C)=O
total charge: 0
energy relative to the best compared isomer or geometry (same formula, charge and spin): 1264.34 kJ/mol
HOMO: -8.8593 eV
2S+1: 1

---

[4]
C5H6FNO | ωB97M-V/def2-TZVPD

Element x y z (Å)
C  0.55706  0.29835  0.52679
C  -0.88199  0.88736  0.36529
C  -1.49357  0.06798  -0.85762
C  -0.46120  -0.94201  -1.22341
C  0.64161  -0.84690  -0.50130
H  3.00332  0.24788  2.28371
H  -1.43968  0.87345  1.26060
H  -0.92156  1.96536  0.14358
H  -1.78387  0.66823  -1.73592
H  -2.30002  -0.57299  -0.57570
H  -0.50298  -1.75591  -1.89654
N  1.37317  0.81097  1.37008
O  2.47822  -0.10266  1.59387
F  1.73148  -1.59910  -0.75342

Values from the calculation:
LUMO energy: 0.87 eV
max |F|: 2.706 eV Å⁻¹
E_tot: -423.8842 Eh
structure (SMILES): O/N=C1/CCC=C1F
total charge: 0
energy relative to the best compared isomer or geometry (same formula, charge and spin): 355.16 kJ/mol
HOMO: -8.9799 eV
2S+1: 1